w.
Molecular formula: H26O17S
Method: DFT, the ωB97M-V functional and the def2-TZVPD basis

Structure (ORCA input):
```
! wB97M-V def2-TZVPD RIJCOSX def2/J DEFGRID3
* xyz -2 1
S -17.844 -33.070 -22.371
O -18.767 -32.298 -21.582
O -18.106 -34.464 -22.243
O -17.981 -32.778 -23.784
O -16.528 -32.910 -21.896
O -19.176 -33.278 -19.242
H -19.158 -34.250 -19.447
H -18.973 -32.839 -20.083
O -21.285 -34.849 -23.870
H -20.975 -35.284 -22.976
H -20.641 -34.116 -23.978
O -15.764 -30.587 -20.588
H -16.603 -30.145 -20.353
H -15.922 -31.293 -20.931
O -14.990 -33.425 -19.875
H -15.472 -33.583 -20.688
H -14.897 -32.557 -19.698
O -18.580 -30.553 -24.855
H -18.289 -31.373 -24.514
H -17.756 -30.372 -25.434
O -21.308 -31.716 -21.404
H -20.357 -31.785 -21.734
H -21.461 -32.357 -20.687
O -18.489 -36.642 -23.540
H -18.447 -36.600 -24.495
H -18.487 -35.852 -23.004
O -16.213 -32.050 -25.828
H -15.450 -31.867 -25.242
H -16.860 -32.354 -25.328
O -15.806 -36.204 -22.521
H -16.652 -35.727 -22.366
H -16.041 -37.116 -22.956
O -18.424 -30.062 -20.606
H -19.090 -30.058 -19.937
H -18.774 -30.778 -21.056
O -18.322 -34.730 -25.558
H -18.059 -34.082 -25.012
H -18.041 -34.282 -26.467
O -18.299 -35.923 -20.154
H -19.111 -36.403 -20.431
H -17.925 -35.309 -20.752
O -14.069 -33.828 -22.609
H -14.698 -33.213 -22.358
H -14.397 -34.848 -22.501
*
```

Properties
M (g mol⁻¹): 330.258
HOMO (Ha): -0.15252
Lowest unoccupied orbital energy (eV): 5.1

***

x.
Molecular formula: H26O17S
Method: DFT, the ωB97M-V functional and the def2-TZVPD basis

Structure (ORCA input):
```
! wB97M-V def2-TZVPD RIJCOSX def2/J DEFGRID3
* xyz -2 1
S 0.275 0.177 -0.142
O 1.742 0.419 0.192
O 0.194 -1.063 -0.546
O -0.568 0.266 1.095
O -0.195 1.027 -1.169
O 3.695 -0.482 -1.602
H 3.851 -1.319 -1.201
H 3.214 0.061 -0.927
O -0.320 -3.374 0.760
H -0.925 -4.180 0.358
H -0.211 -2.424 0.281
O 0.968 3.360 -1.350
H 1.552 3.538 -0.575
H 0.460 2.382 -1.232
O -2.713 -0.819 1.528
H -3.272 -0.236 1.889
H -1.837 -0.312 1.670
O 1.847 -3.145 -1.185
H 1.758 -3.489 -0.320
H 1.176 -2.341 -1.169
O -3.209 -0.558 -1.176
H -3.100 -0.702 -0.182
H -3.058 0.362 -1.337
O -1.298 2.578 2.272
H -2.097 2.650 1.817
H -1.084 1.741 1.953
O -1.149 -1.995 -2.589
H -0.550 -1.895 -1.760
H -1.804 -1.432 -2.401
O -0.644 0.592 -3.419
H -0.748 -0.359 -3.405
H -0.448 0.918 -2.536
O 2.582 2.596 1.054
H 2.346 2.544 1.895
H 2.228 1.712 0.869
O 3.356 -1.049 1.516
H 3.039 -0.755 2.387
H 2.841 -0.529 0.935
O -2.527 2.279 -0.576
H -1.802 1.782 -0.470
H -2.241 3.116 -0.897
O -0.353 -0.191 3.497
H -0.141 -0.401 2.498
H -0.830 -1.048 3.701
*
```

Properties
M (g mol⁻¹): 330.258
HOMO (Ha): -0.15450
Lowest unoccupied orbital energy (eV): 5.1

***

Which of them is least stable? Easy: x.

***

w.
Molecular formula: C4H10N3O2
Method: DFT, the ωB97M-V functional and the def2-TZVPD basis

Structure (ORCA input):
```
! wB97M-V def2-TZVPD RIJCOSX def2/J DEFGRID3
* xyz 1 1
C -1.778 -2.094 -0.789
C 0.521 -0.023 0.007
C 2.134 2.788 1.543
C 2.124 1.316 1.247
N -1.649 -3.144 -1.611
N -2.267 0.097 -0.318
N -2.165 -0.900 -1.177
O 0.500 -1.047 -0.535
O 0.755 0.984 0.623
H -1.657 -2.249 0.272
H 2.001 3.377 0.637
H 1.365 3.046 2.268
H 3.104 3.035 1.972
H 2.176 0.706 2.149
H 2.886 1.017 0.526
H -1.428 -4.050 -1.238
H -1.762 -3.048 -2.607
H -2.516 0.963 -0.788
H -2.343 -0.772 -2.182
*
```

Properties
M (g mol⁻¹): 132.143
HOMO (alpha / beta) (Ha): -0.38664 / -0.38670
Lowest unoccupied orbital energy (alpha / beta) (eV): -3.8 / -3.8

***

x.
Molecular formula: C4H10N3O2
Method: DFT, the ωB97M-V functional and the def2-TZVPD basis

Structure (ORCA input):
```
! wB97M-V def2-TZVPD RIJCOSX def2/J DEFGRID3
* xyz 1 1
C 0.432 -2.394 -0.437
N 0.277 -1.051 -0.944
N 1.448 -0.273 -0.964
C -0.954 -0.379 -0.768
N -0.930 0.167 0.603
C -0.497 1.332 1.096
O 0.106 1.320 2.285
C -0.633 2.668 0.440
O -0.361 3.636 1.074
H -0.263 -3.097 -0.860
H 1.439 -2.709 -0.780
H 0.264 -2.299 0.683
H 1.778 0.185 -1.860
H 2.349 -0.641 -0.515
H -1.731 -1.154 -0.792
H -1.013 0.442 -1.468
H -1.031 -0.643 1.262
H 0.506 2.185 2.533
H -1.187 2.705 -0.588
*
```

Properties
M (g mol⁻¹): 132.143
HOMO (alpha / beta) (Ha): -0.45452 / -0.45455
Lowest unoccupied orbital energy (alpha / beta) (eV): -5.6 / -5.6
SMILES: CN(N)C/[NH+]=C(/O)C=O

***

y.
Molecular formula: C4H10N3O2
Method: DFT, the ωB97M-V functional and the def2-TZVPD basis

Structure (ORCA input):
```
! wB97M-V def2-TZVPD RIJCOSX def2/J DEFGRID3
* xyz 1 1
C -1.554 -0.763 1.004
C 0.138 0.446 0.600
C 2.169 0.608 -0.622
C 0.719 -1.444 -0.662
N 0.257 1.504 1.355
N -2.494 -0.417 0.193
N 0.869 -0.040 -0.292
O -3.697 -0.676 0.199
O -2.022 0.328 -0.906
H -1.615 -1.056 2.069
H 2.564 0.230 -1.519
H 1.892 1.700 -0.731
H 2.919 0.640 0.121
H 1.246 -2.009 0.126
H -0.335 -1.742 -0.635
H 1.261 -1.444 -1.610
H -0.376 1.894 2.071
H 0.756 2.244 0.826
H -2.697 -0.001 -1.588
*
```

Properties
M (g mol⁻¹): 132.143
HOMO (alpha / beta) (Ha): -0.50107 / -0.50109
Lowest unoccupied orbital energy (alpha / beta) (eV): -4.1 / -4.1

***

Which of them is least stable? Easy: y.

***

w.
Molecular formula: C32H48AsInN5O6
Method: DFT, the ωB97M-V functional and the def2-TZVPD basis

Structure (ORCA input):
```
! wB97M-V def2-TZVPD RIJCOSX def2/J DEFGRID3
* xyz 3 1
In -0.773 0.334 0.768
C -1.811 -4.706 -1.972
N -1.902 -3.867 -0.780
C -2.893 -4.252 0.225
C -1.187 -2.765 -0.613
O -1.305 -2.026 0.383
C -0.187 -2.423 -1.710
O 0.450 -1.185 -1.455
C 1.854 -1.210 -1.327
C 2.307 -0.717 0.042
O 1.484 -0.326 0.899
N 3.610 -0.694 0.266
C 4.125 -0.209 1.547
C 4.617 -1.175 -0.675
H -2.440 -5.579 -1.831
H -2.166 -4.175 -2.858
H -0.793 -5.050 -2.152
H -2.794 -5.310 0.456
H -2.736 -3.668 1.125
H -3.899 -4.060 -0.152
H 0.536 -3.237 -1.805
H -0.728 -2.345 -2.657
H 2.251 -2.213 -1.502
H 2.278 -0.535 -2.077
H 3.314 -0.151 2.266
H 4.889 -0.894 1.908
H 4.566 0.781 1.421
H 4.348 -0.971 -1.709
H 5.554 -0.664 -0.467
H 4.781 -2.248 -0.558
O -1.499 1.677 2.935
C -0.702 1.670 4.134
C 0.488 2.619 4.053
C 1.328 2.313 2.794
C 0.913 3.212 1.668
C 1.306 4.552 1.633
C 0.813 5.387 0.648
C -0.077 4.877 -0.293
C -0.416 3.543 -0.198
N 0.081 2.745 0.742
H -1.972 2.517 2.893
H -0.332 0.650 4.241
H -1.325 1.913 4.997
H 1.091 2.481 4.951
H 0.150 3.658 4.037
H 1.156 1.272 2.511
H 2.387 2.456 3.003
H 1.981 4.926 2.392
H 1.098 6.430 0.624
H -0.511 5.508 -1.056
H -1.141 3.091 -0.865
C 0.586 2.407 -3.355
As -0.981 1.360 -2.831
C -2.379 2.616 -3.391
C -0.986 -0.099 -4.241
C -1.124 0.506 -5.571
C -2.399 0.628 -6.155
C -2.529 1.039 -7.463
C -1.396 1.384 -8.202
C -0.129 1.302 -7.622
C 0.007 0.883 -6.316
H 0.421 2.801 -4.356
H 1.488 1.797 -3.346
H 0.721 3.241 -2.671
H -2.398 2.668 -4.478
H -2.156 3.608 -3.002
H -3.361 2.315 -3.032
H -1.820 -0.757 -4.005
H -0.039 -0.618 -4.102
H -3.275 0.355 -5.579
H -3.510 1.088 -7.914
H -1.500 1.721 -9.224
H 0.748 1.559 -8.199
H 0.993 0.799 -5.876
O 2.113 -0.407 4.962
C 1.460 -1.045 6.051
N 1.386 -2.477 5.906
C 0.480 -3.181 5.176
O 0.506 -4.384 5.056
C -0.622 -2.400 4.493
C -1.949 -2.637 4.834
C -2.956 -1.979 4.142
C -2.605 -1.129 3.108
N -1.331 -0.924 2.785
C -0.350 -1.534 3.444
H 3.060 -0.570 5.026
H 0.455 -0.628 6.087
H 1.970 -0.826 6.989
H 2.104 -3.039 6.343
H -2.186 -3.329 5.632
H -3.997 -2.137 4.388
H -3.350 -0.608 2.521
H 0.665 -1.323 3.133
*
```

Properties
M (g mol⁻¹): 788.505
HOMO (alpha / beta) (Ha): -0.57335 / -0.55797
Lowest unoccupied orbital energy (alpha / beta) (eV): -10.1 / -10.8

***

x.
Molecular formula: C32H48AsInN5O6
Method: DFT, the ωB97M-V functional and the def2-TZVPD basis

Structure (ORCA input):
```
! wB97M-V def2-TZVPD RIJCOSX def2/J DEFGRID3
* xyz 3 1
In 0.232 0.621 0.357
C 0.361 -0.775 -5.231
N 0.225 0.147 -4.093
C 0.273 1.581 -4.392
C 0.116 -0.292 -2.858
O -0.008 0.480 -1.873
C 0.042 -1.795 -2.640
O 0.043 -2.067 -1.255
C -1.027 -2.786 -0.703
C -1.782 -1.937 0.313
O -1.430 -0.747 0.551
N -2.825 -2.473 0.904
C -3.630 -1.722 1.870
C -3.298 -3.833 0.608
H 0.347 -0.189 -6.144
H 1.305 -1.318 -5.189
H -0.471 -1.478 -5.272
H -0.410 1.789 -5.212
H -0.029 2.145 -3.517
H 1.283 1.864 -4.687
H -0.838 -2.201 -3.147
H 0.913 -2.265 -3.097
H -1.729 -3.130 -1.468
H -0.630 -3.674 -0.204
H -3.403 -0.663 1.809
H -4.681 -1.884 1.637
H -3.431 -2.091 2.876
H -2.472 -4.513 0.419
H -3.837 -4.199 1.477
H -3.976 -3.824 -0.247
O 0.108 3.328 1.905
C -1.193 3.757 2.363
C -1.742 2.849 3.447
C -1.753 1.353 3.048
C -0.468 0.709 3.483
C -0.264 0.511 4.845
C 0.981 0.161 5.331
C 2.028 0.037 4.426
C 1.752 0.200 3.090
N 0.530 0.473 2.602
H 0.747 3.525 2.600
H -1.836 3.731 1.484
H -1.137 4.792 2.702
H -2.754 3.171 3.698
H -1.141 2.979 4.350
H -1.893 1.248 1.974
H -2.600 0.862 3.525
H -1.090 0.684 5.522
H 1.144 0.030 6.393
H 3.036 -0.181 4.748
H 2.541 0.125 2.364
C 2.694 -2.377 1.169
As 2.685 -0.829 -0.003
C 4.312 0.110 0.499
C 3.156 -1.664 -1.726
C 4.519 -2.290 -1.695
C 5.634 -1.572 -2.124
C 6.883 -2.173 -2.160
C 7.030 -3.494 -1.757
C 5.925 -4.215 -1.324
C 4.675 -3.615 -1.291
H 3.689 -2.817 1.129
H 1.961 -3.105 0.826
H 2.467 -2.096 2.193
H 5.165 -0.482 0.173
H 4.362 0.219 1.581
H 4.347 1.095 0.038
H 3.099 -0.882 -2.484
H 2.385 -2.409 -1.884
H 5.525 -0.542 -2.448
H 7.740 -1.615 -2.512
H 8.004 -3.963 -1.788
H 6.036 -5.249 -1.025
H 3.814 -4.193 -0.972
O -4.723 1.606 1.736
C -5.212 2.783 1.097
N -5.597 2.575 -0.270
C -4.765 2.576 -1.350
O -5.134 2.387 -2.485
C -3.301 2.872 -1.109
C -2.749 4.024 -1.659
C -1.389 4.254 -1.514
C -0.622 3.311 -0.863
N -1.150 2.183 -0.361
C -2.467 1.971 -0.473
H -5.479 1.045 1.942
H -4.401 3.506 1.147
H -6.065 3.186 1.639
H -6.565 2.386 -0.493
H -3.381 4.726 -2.189
H -0.922 5.146 -1.909
H 0.442 3.455 -0.741
H -2.858 1.055 -0.050
*
```

Properties
M (g mol⁻¹): 788.505
HOMO (Ha): -0.57136
Lowest unoccupied orbital energy (eV): -8.5

***

Which of them is least stable? Easy: w.